# 1
An isolated molecule of CH2O3S in a non-equilibrium geometry. Source: the OMol25 dataset; level of theory: ωB97M-V with the def2-TZVPD basis set.

```
7
Properties=species:S:1:pos:R:3
C -0.37 -0.03 0.30
O 2.26 -0.54 0.50
O 0.19 1.18 0.16
O -1.51 -0.28 -0.53
S 1.22 -0.02 -0.46
H -0.51 -0.53 1.35
H -1.27 0.21 -1.31
```

Summary:
Calculated total energy ... -18044.8542 eV
Relative energy (zero: lowest compared OMol25 entry of this formula, charge and spin) ... 23.0 kcal per mole
HOMO-LUMO gap ... 10.36 eV
LUMO ... 0.23 eV

Atomic partial charges in e from the Löwdin method, atoms 1 to 5: atom 1 (C): -0.5950, atom 2 (O): -0.4926, atom 3 (O): -0.2235, atom 4 (O): -0.0133, atom 5 (S): 1.0685

# 2
A 2-piece molecular cluster, C3H7NO3S overall in a non-equilibrium geometry. Source: the OMol25 dataset; level of theory: ωB97M-V with the def2-TZVPD basis set.

```
15
Properties=species:S:1:pos:R:3
O 0.39 -2.15 0.58
C 0.40 -0.97 0.95
O 1.01 -0.36 1.88
C -0.65 0.03 0.26
C -1.75 -0.65 -0.61
S -3.05 0.61 -0.98
N 0.10 1.04 -0.63
H -1.02 0.64 1.09
H -1.25 -0.98 -1.54
H -2.10 -1.52 -0.05
H -0.60 1.30 -1.33
H 0.81 0.43 -1.03
H 2.78 0.28 0.90
H 2.00 1.23 0.14
O 2.95 1.08 0.37
```

Summary:
Calculated total energy ... -21692.3048 eV
Relative energy (zero: lowest compared OMol25 entry of this formula, charge and spin) ... 23.6 kcal per mole
HOMO-LUMO gap ... 5.70 eV
Net charge ... -2
LUMO ... 6.11 eV

Atomic partial charges in e from the Löwdin method, atoms 1 to 5: atom 1 (O): -0.0785, atom 2 (C): -0.7128, atom 3 (O): -0.1155, atom 4 (C): -0.3972, atom 5 (C): -0.7222

# 3
A 2-piece molecular cluster, C2H3IN2 overall in a non-equilibrium geometry. Source: the OMol25 dataset; level of theory: ωB97M-V with the def2-TZVPD basis set.

```
8
Properties=species:S:1:pos:R:3
C 0.71 1.51 0.10
C -0.34 -1.10 -0.47
N 0.59 2.55 -0.32
N 0.85 0.33 0.65
I -2.30 -0.57 0.10
H -0.13 -0.84 -1.56
H -0.02 -2.18 -0.16
H 0.64 0.30 1.66
```

Summary:
Calculated total energy ... -13199.8364 eV
Relative energy (zero: lowest compared OMol25 entry of this formula, charge and spin) ... 45.6 kcal per mole
HOMO-LUMO gap ... 8.07 eV
LUMO ... -1.29 eV

Atomic partial charges in e from the Löwdin method, atoms 1 to 5: atom 1 (C): -0.5324, atom 2 (C): -0.5010, atom 3 (N): 0.1253, atom 4 (N): 0.0116, atom 5 (I): 0.7460

# 4
An isolated molecule of C7H7NS2 in a non-equilibrium geometry. Source: the OMol25 dataset; level of theory: ωB97M-V with the def2-TZVPD basis set.

```
17
Properties=species:S:1:pos:R:3
C 2.05 -0.12 -1.53
C 0.06 0.36 -0.03
C -1.25 0.85 -0.20
C -2.24 0.54 0.73
C -1.93 -0.25 1.81
C -0.66 -0.78 2.01
C 0.36 -0.44 1.10
H 3.18 -0.85 -3.32
H 0.64 1.36 -1.71
H -1.46 1.45 -1.13
H -3.26 0.91 0.57
H -2.72 -0.49 2.49
H -0.45 -1.39 2.95
H 1.37 -0.81 1.35
N 0.97 0.65 -1.10
S 2.45 0.30 -3.19
S 2.89 -1.28 -0.79
```

Summary:
Calculated total energy ... -30532.7325 eV
SMILES ... S=C(S)Nc1ccccc1
Relative energy (zero: lowest compared OMol25 entry of this formula, charge and spin) ... 11.1 kcal per mole
HOMO-LUMO gap ... 8.83 eV
LUMO ... 0.30 eV

Atomic partial charges in e from the Löwdin method, atoms 1 to 5: atom 1 (C): -1.2282, atom 2 (C): -0.2242, atom 3 (C): -0.0329, atom 4 (C): -0.1002, atom 5 (C): -0.1226

# 5
An isolated molecule of C5H9NO. Source: the OMol25 dataset; level of theory: ωB97M-V with the def2-TZVPD basis set.

```
16
Properties=species:S:1:pos:R:3
C -0.56 -1.61 -0.89
C 0.55 -0.67 -0.48
N 1.67 -1.18 -0.15
O -0.44 -0.52 1.96
C 0.04 0.54 1.62
C -0.59 1.45 0.64
C 0.14 0.84 -0.61
H -0.41 -2.62 -0.49
H -1.53 -1.23 -0.57
H -0.54 -1.65 -1.98
H 2.38 -0.51 0.16
H 1.10 0.80 1.80
H -1.68 1.35 0.62
H -0.34 2.51 0.82
H -0.55 0.88 -1.46
H 1.01 1.46 -0.85
```

Summary:
Calculated total energy ... -8867.1830 eV
SMILES ... [H]/N=C(/C)CCC=O
Relative energy (zero: lowest compared OMol25 entry of this formula, charge and spin) ... 46.8 kcal per mole
HOMO-LUMO gap ... 10.42 eV
LUMO ... 0.85 eV

Atomic partial charges in e from the Löwdin method, atoms 1 to 5: atom 1 (C): -0.0538, atom 2 (C): -0.4547, atom 3 (N): 0.1384, atom 4 (O): 0.0545, atom 5 (C): -0.3254

# 6
C16H16BN9O7Pd as an isolated structure in a non-equilibrium geometry. Source: the OMol25 dataset; level of theory: ωB97M-V with the def2-TZVPD basis set.

```
50
Properties=species:S:1:pos:R:3
H -1.61 -2.53 0.44
N -0.47 -1.51 -1.02
B 0.75 -0.76 -3.11
N -0.27 -1.67 -2.38
C -0.91 -2.79 -2.77
Pd 0.48 -0.01 0.14
H -0.80 -3.14 -3.79
C -1.60 -3.31 -1.68
H -2.22 -4.19 -1.65
C -1.29 -2.48 -0.59
H 0.90 -1.01 -4.27
C 2.22 1.66 2.74
H 1.83 1.46 3.74
H 1.75 2.57 2.34
H 3.31 1.77 2.75
N 2.06 -0.99 -2.28
N 0.40 0.73 -2.81
N 2.07 -0.78 -0.91
N 0.24 1.17 -1.51
C 3.28 -1.36 -2.68
C 0.29 1.79 -3.64
H 3.44 -1.57 -3.72
H 0.44 1.67 -4.70
C 4.12 -1.38 -1.56
C 0.02 2.91 -2.86
C 3.33 -0.99 -0.47
C -0.03 2.48 -1.53
H 5.15 -1.65 -1.54
H -0.14 3.92 -3.19
H 3.58 -0.86 0.58
H -0.26 3.01 -0.61
H 1.95 0.82 2.08
O -5.71 1.22 4.64
N -4.60 0.67 4.81
O -4.32 0.02 5.85
C -3.61 0.76 3.76
C -3.93 1.47 2.58
C -3.04 1.43 1.52
C -1.71 0.90 1.73
O -0.74 1.39 1.05
C -1.50 0.00 2.84
C -2.41 0.03 3.90
N -0.40 -0.90 2.91
O -0.15 -1.47 3.99
O 0.33 -1.18 1.87
N -3.39 1.88 0.19
O -4.17 2.85 0.09
O -2.90 1.27 -0.79
H -4.87 2.01 2.50
H -2.22 -0.51 4.82
```

Summary:
Calculated total energy ... -48721.7441 eV
HOMO-LUMO gap (alpha / beta) ... 6.67 / 3.53 eV
Multiplicity ... 5
Net charge ... +2
LUMO (alpha / beta) ... -8.66 / -11.19 eV

Atomic partial charges in e from the Löwdin method, atoms 1 to 5: atom 1 (H): 0.1101, atom 2 (N): -0.0500, atom 3 (B): -0.4314, atom 4 (N): -0.0087, atom 5 (C): -0.0167

# 7
An isolated molecule of C4H6O. Source: the OMol25 dataset; level of theory: ωB97M-V with the def2-TZVPD basis set.

```
11
Properties=species:S:1:pos:R:3
C -1.64 1.05 -0.71
O -0.64 0.83 0.26
C 1.63 -1.64 1.07
C 1.12 -0.66 0.37
C 0.55 0.36 -0.22
H -1.84 0.15 -1.30
H -1.37 1.87 -1.39
H -2.54 1.33 -0.16
H 2.19 -1.45 1.98
H 1.49 -2.68 0.78
H 1.00 0.90 -1.05
```

Summary:
Calculated total energy ... -6290.1183 eV
SMILES ... C=C=COC
Relative energy (zero: lowest compared OMol25 entry of this formula, charge and spin) ... 41.5 kcal per mole
HOMO-LUMO gap ... 10.07 eV
LUMO ... 1.07 eV

Atomic partial charges in e from the Löwdin method, atoms 1 to 5: atom 1 (C): -0.1046, atom 2 (O): -0.1540, atom 3 (C): 0.0072, atom 4 (C): -0.0638, atom 5 (C): -0.1916

# 8
C4H11NO2 as an isolated structure in a non-equilibrium geometry. Source: the OMol25 dataset; level of theory: ωB97M-V with the def2-TZVPD basis set.

```
18
Properties=species:S:1:pos:R:3
C -0.02 0.35 0.26
C 0.63 -1.31 -1.98
C 0.23 -0.85 1.15
C 0.74 1.61 0.59
N -1.89 0.85 0.92
O -1.04 0.39 -0.59
O 0.84 -0.08 -1.35
H -2.28 1.71 0.54
H -2.59 0.12 0.88
H -0.11 -1.97 -1.50
H 0.29 -1.23 -3.02
H 1.55 -1.91 -2.03
H 1.26 -1.18 1.03
H -0.44 -1.67 0.89
H 0.06 -0.58 2.20
H 1.80 1.42 0.50
H 0.46 2.40 -0.11
H 0.52 1.93 1.61
```

Summary:
Calculated total energy ... -9906.2486 eV
Relative energy (zero: lowest compared OMol25 entry of this formula, charge and spin) ... 138.2 kcal per mole
HOMO-LUMO gap (alpha / beta) ... 8.50 / 8.50 eV
LUMO (alpha / beta) ... 0.06 / 0.07 eV

Atomic partial charges in e from the Löwdin method, atoms 1 to 5: atom 1 (C): -0.5425, atom 2 (C): -0.2170, atom 3 (C): -0.0245, atom 4 (C): -0.0195, atom 5 (N): 0.1540